#A
{"formula": "C30H75N5", "method": "the ωB97M-V functional and the def2-TZVPD basis", "species": ["C", "C", "N", "C", "C", "C", "C", "H", "H", "H", "H", "H", "H", "H", "H", "H", "H", "H", "H", "H", "H", "H", "C", "C", "N", "C", "C", "C", "C", "H", "H", "H", "H", "H", "H", "H", "H", "H", "H", "H", "H", "H", "H", "H", "C", "C", "N", "C", "C", "C", "C", "H", "H", "H", "H", "H", "H", "H", "H", "H", "H", "H", "H", "H", "H", "H", "C", "C", "N", "C", "C", "C", "C", "H", "H", "H", "H", "H", "H", "H", "H", "H", "H", "H", "H", "H", "H", "H", "C", "C", "N", "C", "C", "C", "C", "H", "H", "H", "H", "H", "H", "H", "H", "H", "H", "H", "H", "H", "H", "H"], "coordinates": [[-1.85, 1.87, -0.51], [-1.40, 0.40, -0.64], [-0.36, 0.10, 0.40], [-0.24, -1.39, 0.59], [-1.56, -2.04, 1.20], [1.00, 0.72, 0.20], [1.73, 0.91, 1.52], [-2.09, 2.14, 0.52], [-2.71, 2.05, -1.16], [-1.09, 2.58, -0.80], [-2.25, -0.28, -0.57], [-1.11, 0.14, -1.66], [0.20, -1.91, -0.26], [0.51, -1.59, 1.35], [-1.70, -1.75, 2.24], [-2.49, -1.83, 0.67], [-1.50, -3.12, 1.06], [0.89, 1.74, -0.16], [1.57, 0.25, -0.60], [2.29, -0.01, 1.68], [1.02, 1.17, 2.30], [2.46, 1.71, 1.41], [3.39, -6.65, 1.95], [3.83, -5.87, 3.30], [2.67, -5.42, 4.07], [1.69, -6.30, 4.59], [2.39, -7.46, 5.30], [2.09, -4.31, 3.26], [1.01, -3.45, 4.04], [3.16, -7.71, 1.98], [4.23, -6.71, 1.26], [2.48, -6.34, 1.44], [4.41, -6.55, 3.92], [4.50, -5.03, 3.07], [1.28, -5.69, 5.40], [0.99, -6.65, 3.83], [1.68, -8.21, 5.65], [3.09, -8.03, 4.68], [2.97, -7.17, 6.17], [1.45, -4.66, 2.45], [2.85, -3.72, 2.74], [1.38, -2.92, 4.91], [0.19, -4.07, 4.41], [0.59, -2.80, 3.27], [-0.22, 1.34, -4.48], [1.27, 1.11, -4.09], [2.13, 0.68, -5.17], [1.77, -0.58, -5.73], [2.99, -1.10, -6.46], [2.19, 1.71, -6.23], [2.85, 2.99, -5.73], [-0.71, 1.15, -3.53], [-0.66, 0.63, -5.17], [-0.47, 2.33, -4.87], [1.57, 2.06, -3.65], [1.42, 0.36, -3.32], [1.32, -1.15, -4.92], [0.95, -0.62, -6.44], [2.85, -2.14, -6.74], [3.21, -0.63, -7.42], [3.85, -1.11, -5.79], [1.21, 1.94, -6.65], [2.72, 1.27, -7.08], [3.66, 3.37, -6.35], [3.25, 2.91, -4.71], [2.10, 3.78, -5.80], [-4.94, 0.29, -3.75], [-4.94, -1.10, -2.97], [-3.63, -1.61, -2.77], [-2.70, -1.32, -3.85], [-1.50, -2.18, -3.98], [-3.64, -2.97, -2.09], [-4.64, -3.08, -0.87], [-4.25, 1.04, -3.37], [-5.88, 0.84, -3.79], [-4.81, 0.22, -4.83], [-5.39, -0.79, -2.03], [-5.57, -1.92, -3.34], [-2.33, -0.38, -3.45], [-3.16, -1.29, -4.83], [-0.67, -1.88, -4.61], [-1.82, -3.14, -4.39], [-1.01, -2.34, -3.02], [-3.72, -3.74, -2.86], [-2.63, -3.11, -1.70], [-4.42, -3.96, -0.26], [-4.44, -2.34, -0.09], [-5.69, -3.07, -1.15], [1.41, 7.72, 5.59], [0.55, 7.82, 4.32], [-0.05, 6.47, 3.94], [-1.23, 6.13, 4.79], [-2.46, 6.97, 4.46], [0.95, 5.49, 3.63], [0.46, 4.52, 2.57], [1.85, 8.71, 5.73], [2.14, 6.92, 5.48], [0.82, 7.47, 6.48], [-0.19, 8.60, 4.52], [1.23, 8.18, 3.54], [-1.44, 5.06, 4.88], [-0.99, 6.35, 5.83], [-2.53, 7.00, 3.37], [-3.33, 6.49, 4.89], [-2.36, 7.99, 4.82], [1.04, 4.89, 4.54], [1.93, 5.95, 3.48], [-0.05, 4.86, 1.67], [-0.21, 3.79, 3.03], [1.34, 3.99, 2.21]], "total_charge": 0, "smiles": "CCN(CC)CC.CCN(CC)CC.CCN(CC)CC.CCN(CC)CC.CCN(CC)CC", "homo_lumo_gap_ha": 0.3155}

---

#B
{"formula": "C30H75N5", "method": "the ωB97M-V functional and the def2-TZVPD basis", "species": ["C", "C", "N", "C", "C", "C", "C", "H", "H", "H", "H", "H", "H", "H", "H", "H", "H", "H", "H", "H", "H", "H", "C", "C", "N", "C", "C", "C", "C", "H", "H", "H", "H", "H", "H", "H", "H", "H", "H", "H", "H", "H", "H", "H", "C", "C", "N", "C", "C", "C", "C", "H", "H", "H", "H", "H", "H", "H", "H", "H", "H", "H", "H", "H", "H", "H", "C", "C", "N", "C", "C", "C", "C", "H", "H", "H", "H", "H", "H", "H", "H", "H", "H", "H", "H", "H", "H", "H", "C", "C", "N", "C", "C", "C", "C", "H", "H", "H", "H", "H", "H", "H", "H", "H", "H", "H", "H", "H", "H", "H"], "coordinates": [[-3.29, 16.83, -13.78], [-2.17, 17.21, -14.76], [-1.68, 16.03, -15.46], [-0.78, 16.46, -16.56], [-1.59, 16.93, -17.76], [-0.98, 15.08, -14.60], [0.25, 15.66, -13.89], [-4.09, 16.35, -14.34], [-3.72, 17.72, -13.32], [-2.93, 16.13, -13.04], [-2.61, 17.97, -15.41], [-1.33, 17.71, -14.26], [0.06, 17.12, -16.31], [-0.18, 15.58, -16.81], [-2.33, 16.21, -18.12], [-2.28, 17.73, -17.49], [-0.93, 17.24, -18.58], [-0.71, 14.16, -15.12], [-1.61, 14.65, -13.81], [0.97, 14.90, -13.59], [0.07, 16.34, -13.07], [0.88, 16.23, -14.58], [-9.89, 14.81, -9.39], [-9.34, 15.61, -10.56], [-8.91, 14.73, -11.66], [-10.07, 14.28, -12.40], [-9.79, 13.01, -13.24], [-8.05, 15.53, -12.56], [-6.64, 15.71, -11.93], [-9.25, 14.01, -8.98], [-10.83, 14.31, -9.62], [-10.00, 15.34, -8.44], [-10.06, 16.39, -10.87], [-8.49, 16.21, -10.26], [-10.82, 13.95, -11.69], [-10.49, 14.96, -13.15], [-8.83, 13.04, -13.75], [-9.72, 12.12, -12.61], [-10.56, 12.82, -13.99], [-8.54, 16.49, -12.79], [-7.81, 14.94, -13.44], [-5.92, 16.02, -12.69], [-6.34, 14.74, -11.52], [-6.57, 16.52, -11.20], [-3.32, 10.97, -11.66], [-4.20, 11.90, -10.85], [-3.63, 12.41, -9.60], [-4.52, 13.37, -8.94], [-5.84, 12.69, -8.56], [-2.29, 13.01, -9.82], [-2.31, 14.28, -10.68], [-2.35, 11.44, -11.85], [-3.77, 10.79, -12.64], [-2.98, 10.07, -11.14], [-4.47, 12.77, -11.47], [-5.19, 11.44, -10.78], [-3.94, 13.65, -8.06], [-4.70, 14.29, -9.51], [-6.44, 12.57, -9.46], [-5.66, 11.68, -8.22], [-6.38, 13.28, -7.82], [-1.59, 12.29, -10.24], [-1.88, 13.13, -8.82], [-2.61, 15.15, -10.09], [-2.91, 14.19, -11.58], [-1.28, 14.45, -11.00], [-3.25, 21.33, -16.34], [-4.29, 20.22, -16.21], [-5.66, 20.75, -16.22], [-6.24, 20.67, -17.55], [-5.45, 21.28, -18.71], [-6.55, 20.14, -15.26], [-6.14, 20.37, -13.80], [-3.63, 22.19, -16.88], [-2.33, 20.97, -16.80], [-2.95, 21.69, -15.35], [-4.11, 19.36, -16.88], [-4.20, 19.73, -15.23], [-7.21, 21.18, -17.54], [-6.46, 19.62, -17.82], [-4.46, 20.81, -18.75], [-5.38, 22.37, -18.64], [-5.94, 21.07, -19.66], [-7.52, 20.66, -15.34], [-6.79, 19.11, -15.56], [-5.84, 21.40, -13.60], [-7.00, 20.18, -13.15], [-5.41, 19.64, -13.45], [2.74, 19.30, -11.72], [2.25, 18.91, -13.16], [2.13, 20.00, -14.10], [1.14, 21.01, -13.78], [-0.25, 20.38, -13.52], [3.43, 20.51, -14.52], [4.18, 19.51, -15.39], [2.90, 18.36, -11.18], [2.04, 19.94, -11.19], [3.69, 19.82, -11.76], [3.00, 18.21, -13.53], [1.36, 18.30, -13.02], [1.42, 21.52, -12.84], [1.09, 21.76, -14.56], [-0.33, 19.85, -12.58], [-0.85, 21.28, -13.37], [-0.65, 19.81, -14.36], [4.04, 20.87, -13.69], [3.23, 21.40, -15.13], [4.84, 18.90, -14.77], [4.86, 19.97, -16.11], [3.48, 18.85, -15.90]], "total_charge": 0, "smiles": "CCN(CC)CC.CCN(CC)CC.CCN(CC)CC.CCN(CC)CC.CCN(CC)CC", "homo_lumo_gap_ha": 0.3268}

---

#B is favored, and the nearest alternative lies 244.3 kJ/mol above it.

---

#A
{"formula": "BeH8O4", "method": "the ωB97M-V functional and the def2-TZVPD basis", "species": ["Be", "O", "H", "H", "O", "H", "H", "O", "H", "H", "O", "H", "H"], "coordinates": [[0.03, 0.01, -0.05], [-0.08, -1.67, -0.27], [0.60, -2.27, -0.69], [-0.97, -2.15, -0.21], [-1.21, 0.75, -0.75], [-1.06, 1.23, -1.56], [-2.16, 0.55, -0.62], [-0.08, 0.27, 1.64], [-0.89, 0.53, 2.04], [0.56, 0.32, 2.35], [1.53, 0.51, -0.45], [1.91, 0.48, -1.34], [1.83, 1.42, -0.08]], "total_charge": 2, "homo_lumo_gap_ha": 0.5254}

---

#B
{"formula": "BeH8O4", "method": "the ωB97M-V functional and the def2-TZVPD basis", "species": ["Be", "O", "H", "H", "O", "H", "H", "O", "H", "H", "O", "H", "H"], "coordinates": [[0.09, 0.03, -0.08], [-1.35, 0.83, -0.13], [-1.50, 1.74, 0.28], [-2.01, 0.26, 0.35], [0.67, 0.26, 1.39], [1.28, 0.83, 1.80], [0.40, -0.22, 2.14], [0.85, 0.52, -1.44], [1.79, 0.48, -1.53], [0.65, 1.31, -1.92], [-0.16, -1.65, -0.18], [0.12, -2.17, -0.93], [-0.84, -2.23, 0.25]], "total_charge": 2, "homo_lumo_gap_ha": 0.5437}

---

#A is favored, and the nearest alternative lies 26.7 kJ/mol above it.

---

#A
{"formula": "C2H4N2O3", "method": "the ωB97M-V functional and the def2-TZVPD basis", "species": ["O", "N", "C", "N", "O", "C", "O", "H", "H", "H", "H"], "coordinates": [[-2.24, -0.56, -0.07], [-1.56, 0.81, 0.14], [-0.29, 0.26, -0.01], [-0.03, -0.96, -0.04], [1.49, -1.06, -0.12], [2.04, 0.22, 0.15], [0.73, 1.25, -0.11], [-2.41, -0.97, 0.71], [-1.89, 1.41, -0.58], [2.09, 0.15, 1.16], [2.92, 0.57, -0.43]], "total_charge": 0, "smiles": "ONC1=NOCO1", "homo_lumo_gap_ha": 0.3806}

---

#B
{"formula": "C2H4N2O3", "method": "the ωB97M-V functional and the def2-TZVPD basis", "species": ["O", "N", "C", "O", "C", "N", "O", "H", "H", "H", "H"], "coordinates": [[-2.05, 1.21, -1.74], [-2.01, -0.17, -1.29], [-0.99, -0.41, -0.61], [-0.07, 0.51, -0.27], [1.06, 0.37, 0.48], [1.01, -0.50, 1.48], [2.40, -0.51, 1.97], [-2.70, 1.08, -2.41], [-0.83, -1.35, -0.15], [1.85, 1.19, 0.13], [2.35, -1.41, 2.40]], "total_charge": 0, "smiles": "O/N=C\\O/C=N/O", "homo_lumo_gap_ha": 0.3831}

---

#B is favored, and the nearest alternative lies 114.2 kJ/mol above it.

---

#A
{"formula": "C2H8N2", "method": "the ωB97M-V functional and the def2-TZVPD basis", "species": ["C", "C", "N", "N", "H", "H", "H", "H", "H", "H", "H", "H"], "coordinates": [[-0.01, -0.52, -0.62], [-0.11, 0.39, 0.57], [-0.68, 1.63, 0.34], [0.78, -1.70, -0.41], [0.29, 0.07, -1.49], [-1.02, -0.87, -0.87], [0.90, 0.64, 1.00], [-0.49, -0.09, 1.50], [-1.35, 1.79, -0.41], [-1.06, 2.12, 1.15], [1.33, -1.67, 0.44], [1.42, -1.79, -1.19]], "total_charge": 1, "multiplicity": 2, "homo_lumo_gap_ha": [0.3701, 0.1780]}

---

#B
{"formula": "C2H8N2", "method": "the ωB97M-V functional and the def2-TZVPD basis", "species": ["N", "H", "H", "H", "C", "C", "N", "H", "H", "H", "H", "H"], "coordinates": [[2.63, 0.63, 0.06], [3.40, 0.16, 0.51], [2.68, 0.47, -0.94], [2.73, 1.63, 0.23], [-2.60, -0.60, -0.09], [-1.36, -0.04, -0.33], [-0.25, -0.53, 0.17], [-2.74, -1.55, 0.41], [-3.51, -0.21, -0.53], [-1.33, 0.96, -0.75], [-0.27, -0.94, 1.10], [0.63, 0.01, 0.17]], "total_charge": 1, "multiplicity": 2, "homo_lumo_gap_ha": [0.3889, 0.2599]}

---

#B is favored, and the nearest alternative lies 117.3 kJ/mol above it.